(1)
{
  "formula": "C3H4ClNO",
  "method": "ωB97M-V/def2-TZVPD",
  "gap_ev": [8.313, 8.315],
  "homo_ha": [-0.396, -0.396],
  "lumo_ev": [-2.47, -2.47],
  "e_above_lowest_kcal_mol": 124.3,
  "e_tot_ev": -19230.3839,
  "mol_weight_g_mol": 105.52,
  "species": ["C", "C", "C", "N", "O", "Cl", "H", "H", "H", "H"],
  "positions_angstrom": [[1.56750, -1.22532, 0.40110], [-1.04624, -0.08142, 0.28725], [-0.20374, 0.68943, -0.60766], [2.66673, -1.42402, 0.16157], [0.67607, 0.30247, -1.34185], [0.13743, 2.37444, 0.32772], [-1.43863, 0.27508, 1.10720], [-1.50678, -1.09576, -0.17926], [0.54221, -0.96013, 0.79901], [-1.39454, 1.14524, -0.95509]]
}



(2)
{
  "formula": "C4H7NO2",
  "method": "ωB97M-V/def2-TZVPD",
  "gap_ev": 9.455,
  "homo_ha": -0.346,
  "lumo_ev": 0.04,
  "e_above_lowest_kcal_mol": 87.0,
  "e_tot_ev": -9843.5050,
  "mol_weight_g_mol": 101.10,
  "species": ["C", "C", "C", "C", "O", "N", "O", "H", "H", "H", "H", "H", "H", "H"],
  "positions_angstrom": [[-0.15654, 0.44435, -0.16798], [0.01662, 0.71851, 1.31637], [0.96986, -0.33251, -0.91129], [-1.28696, -0.45206, -0.52453], [2.02072, 0.54727, -1.13518], [-2.06400, -1.14166, 0.15443], [1.27076, -1.53080, -0.82219], [2.54794, 0.77057, -0.35205], [-0.31058, 1.36840, -0.73455], [-2.57719, -1.91315, -0.26701], [-0.60872, -0.87630, -1.61227], [0.38215, -0.17059, 1.83555], [-0.92990, 1.02932, 1.76817], [0.72585, 1.53864, 1.45254]]
}



(3)
{
  "formula": "C2H3OS",
  "method": "ωB97M-V/def2-TZVPD",
  "gap_ev": 5.304,
  "homo_ha": -0.061,
  "charge": -1,
  "lumo_ev": 3.65,
  "e_above_lowest_kcal_mol": 52.9,
  "e_tot_ev": -15004.1222,
  "mol_weight_g_mol": 75.11,
  "species": ["C", "C", "O", "S", "H", "H", "H"],
  "positions_angstrom": [[2.77195, -0.12461, -0.51100], [0.17329, -0.14258, 0.18405], [2.86765, -0.26359, -1.67132], [3.45742, 0.08238, 0.91791], [0.51263, 0.68114, 0.86353], [-0.32283, -0.91590, 0.71606], [-0.28507, 0.16218, -0.73960]]
}



(4)
{
  "formula": "C2H11N3",
  "method": "ωB97M-V/def2-TZVPD",
  "gap_ev": 10.221,
  "homo_ha": -0.335,
  "smiles": "NCN.CN",
  "lumo_ev": 1.10,
  "e_above_lowest_kcal_mol": 33.8,
  "e_tot_ev": -6721.1146,
  "mol_weight_g_mol": 77.13,
  "species": ["N", "C", "N", "H", "H", "H", "H", "H", "H", "C", "N", "H", "H", "H", "H", "H"],
  "positions_angstrom": [[1.39950, 0.07535, 0.88983], [1.70130, 0.00745, -0.47803], [2.28076, 1.32626, -0.91730], [1.55923, -0.94140, 1.32098], [2.20253, 0.50013, 1.35592], [0.77926, -0.05865, -1.01074], [2.38536, -0.81096, -0.82985], [3.14877, 1.60115, -0.50308], [1.56227, 2.03447, -0.70670], [-2.29234, -0.04055, 0.34203], [-2.12158, -1.33596, -0.19964], [-3.34758, 0.30540, 0.06311], [-2.30209, 0.00410, 1.44888], [-1.62259, 0.68997, 0.03354], [-2.57787, -1.43850, -1.23967], [-2.75493, -1.91827, 0.43072]]
}



(5)
{
  "formula": "C24H16CdN4O4S",
  "method": "ωB97M-V/def2-TZVPD",
  "gap_ev": 7.559,
  "homo_ha": -0.293,
  "lumo_ev": -0.40,
  "e_above_lowest_kcal_mol": 0.0,
  "e_tot_ev": -54695.8404,
  "mol_weight_g_mol": 568.90,
  "species": ["Cd", "O", "S", "O", "N", "C", "C", "C", "C", "C", "C", "C", "C", "N", "C", "C", "C", "C", "C", "C", "C", "H", "H", "H", "H", "H", "H", "H", "H", "H", "H", "H", "N", "C", "H", "O", "C", "N", "C", "O", "C", "C", "C", "C", "C", "C", "H", "H", "H", "H"],
  "positions_angstrom": [[-0.30976, -0.87991, -0.53719], [0.58803, -1.39791, 3.73704], [0.79303, -1.42164, 2.31848], [0.10788, -2.48308, 1.52658], [0.38562, -0.09276, 1.55310], [1.06107, 1.06375, 1.45701], [1.71416, 1.68695, 2.54717], [2.50786, 2.87594, 2.43839], [2.36390, 3.63132, 1.28574], [1.46605, 3.25757, 0.28551], [1.06344, 4.10596, -0.84054], [0.30769, 3.57490, -1.83655], [-0.07166, 2.23632, -1.84097], [0.20783, 1.41884, -0.81324], [0.93862, 1.89010, 0.27479], [2.60583, -1.58263, 2.07637], [3.07072, -2.58572, 2.86659], [4.30713, -3.17874, 2.59549], [5.18406, -2.58725, 1.63205], [4.76652, -1.37826, 1.09032], [3.45153, -0.90656, 1.21652], [1.64809, 1.13080, 3.50857], [3.30376, 3.02833, 3.18193], [2.82633, 4.57930, 1.14795], [1.16201, 5.18544, -0.74607], [-0.10255, 4.17683, -2.62284], [-0.68695, 1.88461, -2.71135], [2.45653, -2.93022, 3.69162], [4.47288, -4.12153, 3.06943], [6.24147, -3.03748, 1.51463], [5.48770, -0.83819, 0.50521], [3.13521, -0.02892, 0.63129], [2.48860, -2.13483, -1.78783], [1.39601, -1.81613, -1.55514], [3.51921, -2.36853, -1.80905], [-3.47366, 1.12317, 0.49491], [-3.55478, 0.25254, -0.37458], [-2.50849, -0.57688, -0.68114], [-2.80471, -1.31214, -1.77821], [-2.10393, -2.14437, -2.34978], [-4.16229, -0.92134, -2.28867], [-5.00116, -1.48276, -3.20202], [-6.37825, -1.26417, -3.22345], [-6.93891, -0.47586, -2.23917], [-6.09442, 0.22040, -1.35850], [-4.72989, -0.02303, -1.35643], [-4.57896, -2.22434, -3.86691], [-7.03476, -1.70932, -3.98456], [-8.02135, -0.45599, -2.07797], [-6.47227, 1.03739, -0.76451]]
}



(6)
{
  "formula": "C6H8FN",
  "method": "ωB97M-V/def2-TZVPD",
  "gap_ev": 9.052,
  "homo_ha": -0.313,
  "smiles": "NCC1=CC=C[C@H]1F",
  "lumo_ev": 0.53,
  "e_above_lowest_kcal_mol": 86.9,
  "e_tot_ev": -10555.2882,
  "mol_weight_g_mol": 113.13,
  "species": ["N", "C", "C", "C", "C", "C", "C", "F", "H", "H", "H", "H", "H", "H", "H", "H"],
  "positions_angstrom": [[1.63817, 1.16436, -1.72707], [1.86447, 0.64126, -0.42321], [0.44994, 0.13946, 0.13630], [0.06007, 0.71743, 1.30050], [-1.08959, -0.01845, 1.87243], [-1.47151, -0.89904, 1.07310], [-0.57017, -1.00574, -0.11418], [-1.21768, -0.91708, -1.30038], [0.96363, 1.97538, -1.76696], [1.32348, 0.61857, -2.58790], [2.12934, 1.53945, 0.43011], [2.93601, -0.02182, -0.40680], [0.49018, 1.55741, 1.71801], [-1.55186, 0.31220, 2.80581], [-2.45586, -1.48342, 0.94761], [0.19769, -1.84409, -0.41660]]
}



(7)
{
  "formula": "C24H54BrF13N4O6PS",
  "method": "ωB97M-V/def2-TZVPD",
  "gap_ev": 6.518,
  "homo_ha": -0.172,
  "charge": -1,
  "lumo_ev": 1.84,
  "e_tot_ev": -169500.6051,
  "mol_weight_g_mol": 884.64,
  "species": ["F", "C", "F", "C", "C", "C", "C", "O", "P", "Br", "O", "C", "F", "F", "C", "F", "F", "C", "F", "F", "S", "F", "F", "F", "F", "F", "H", "H", "H", "H", "H", "H", "H", "H", "H", "H", "C", "C", "C", "O", "C", "N", "H", "H", "H", "H", "H", "H", "H", "H", "H", "H", "H", "C", "C", "C", "O", "C", "N", "H", "H", "H", "H", "H", "H", "H", "H", "H", "H", "H", "C", "C", "C", "O", "C", "N", "H", "H", "H", "H", "H", "H", "H", "H", "H", "H", "H", "C", "C", "C", "O", "C", "N", "H", "H", "H", "H", "H", "H", "H", "H", "H", "H", "H"],
  "positions_angstrom": [[0.54434, 2.77626, 4.69155], [1.35117, 1.65876, 4.59924], [1.68916, 1.35323, 5.84817], [2.58823, 2.08426, 3.80974], [3.34632, 1.03263, 2.99031], [4.14977, -0.01172, 3.78169], [4.14608, -1.33923, 2.95804], [4.14607, -2.47419, 3.81730], [4.24350, -1.96512, 5.48902], [4.77847, -4.17305, 6.05445], [3.67446, -0.38496, 5.04070], [0.46289, 0.59252, 3.93117], [0.33688, 0.96517, 2.63665], [1.05137, -0.58767, 3.90168], [-0.94526, 0.36890, 4.58743], [-1.14857, -0.92159, 4.79333], [-0.95236, 0.89224, 5.81856], [-2.15147, 1.03865, 3.84616], [-1.85853, 2.22069, 3.37667], [-3.08565, 1.26136, 4.76408], [-2.99190, 0.02259, 2.49830], [-3.54999, -0.99218, 3.54957], [-4.29720, 0.92297, 2.66454], [-2.51472, 1.04766, 1.37593], [-1.71104, -0.83760, 2.21021], [-3.75397, -0.78697, 1.37719], [3.27430, 2.59496, 4.48191], [2.24394, 2.85063, 3.11235], [4.07775, 1.57738, 2.38666], [2.73212, 0.50511, 2.26497], [5.18851, 0.29794, 3.96376], [4.97286, -1.45328, 2.23924], [3.23988, -1.49687, 2.36157], [5.61828, -1.63699, 5.15075], [4.56096, -1.58440, 6.83859], [2.88665, -2.29230, 5.79205], [0.67976, -0.13016, -2.41469], [2.14713, -0.08205, -1.99904], [2.55129, -1.20904, -1.03806], [2.10795, -1.03618, 0.29245], [0.75823, -1.38871, 0.53099], [2.43849, 1.24240, -1.43783], [0.01427, 0.24911, -1.63910], [0.51287, 0.48596, -3.29836], [0.37415, -1.15077, -2.65786], [2.74678, -0.20134, -2.90685], [3.64311, -1.22676, -0.97700], [2.24493, -2.19346, -1.41702], [0.45103, -2.24729, -0.07453], [0.09266, -0.54147, 0.34700], [0.66996, -1.65601, 1.58373], [3.43783, 1.31374, -1.26510], [2.02738, 1.27535, -0.50730], [4.29282, -6.69078, 1.19478], [4.35587, -5.21756, 1.59407], [3.93175, -4.25602, 0.47487], [4.89186, -4.06482, -0.55748], [4.93583, -5.09061, -1.52532], [5.69441, -4.93100, 2.10380], [5.14407, -6.99336, 0.58310], [4.30560, -7.31861, 2.08614], [3.37650, -6.91347, 0.64040], [3.65123, -5.07113, 2.41723], [3.79099, -3.26991, 0.92422], [2.96154, -4.54519, 0.04360], [3.94215, -5.50515, -1.72386], [5.61833, -5.88793, -1.22037], [5.32377, -4.65926, -2.45030], [5.70466, -3.98695, 2.48754], [6.33473, -4.89013, 1.31378], [-4.93112, 0.87125, -5.93560], [-3.50456, 1.21874, -6.35186], [-2.43795, 0.29962, -5.73792], [-2.15757, 0.55641, -4.37658], [-3.10005, 0.01627, -3.46329], [-3.24720, 2.62732, -6.03581], [-5.16623, 1.21833, -4.93045], [-5.64476, 1.34738, -6.60941], [-5.10265, -0.20652, -5.97342], [-3.44904, 1.09998, -7.43833], [-1.49569, 0.47822, -6.26435], [-2.68561, -0.75966, -5.89008], [-3.49743, -0.94403, -3.80512], [-3.91312, 0.72558, -3.29488], [-2.59300, -0.13667, -2.51070], [-2.34182, 2.89150, -6.41497], [-3.11510, 2.68892, -5.02756], [-6.34225, 6.13527, -2.35291], [-5.75988, 5.09196, -3.30242], [-5.73155, 3.66827, -2.72379], [-4.71546, 3.42502, -1.76998], [-4.99167, 3.88731, -0.45996], [-4.42890, 5.53224, -3.72963], [-5.63362, 6.43534, -1.58152], [-6.60806, 7.03713, -2.90529], [-7.24527, 5.76436, -1.86258], [-6.40430, 5.06305, -4.18625], [-5.51947, 2.98146, -3.54826], [-6.71221, 3.38142, -2.31974], [-6.05233, 3.78969, -0.21090], [-4.67137, 4.92415, -0.33641], [-4.41376, 3.27753, 0.23464], [-4.09019, 4.89553, -4.44681], [-3.79405, 5.38047, -2.94898]]
}



(8)
{
  "formula": "C3H29NO10",
  "method": "ωB97M-V/def2-TZVPD",
  "gap_ev": 9.658,
  "homo_ha": -0.351,
  "smiles": "CN(C)C.O.O.O.O.O.O.O.O.O.O",
  "lumo_ev": 0.10,
  "e_above_lowest_kcal_mol": 73.6,
  "e_tot_ev": -25543.7132,
  "mol_weight_g_mol": 239.26,
  "species": ["C", "N", "C", "C", "H", "H", "H", "H", "H", "H", "H", "H", "H", "O", "H", "H", "O", "H", "H", "O", "H", "H", "O", "H", "H", "O", "H", "H", "O", "H", "H", "O", "H", "H", "O", "H", "H", "O", "H", "H", "O", "H", "H"],
  "positions_angstrom": [[1.05492, -0.61827, -2.97107], [-0.09182, -1.43967, -2.36324], [-1.13862, -0.60702, -1.74969], [-0.70483, -2.12109, -3.56691], [1.63378, -0.19318, -2.11361], [0.73446, 0.29905, -3.56249], [1.72763, -1.00075, -3.63645], [-2.17973, -0.88656, -2.05051], [-0.91453, -0.76001, -0.74389], [-1.05355, 0.43563, -2.01260], [-0.64239, -1.48034, -4.54457], [-1.70599, -2.48799, -3.55306], [-0.08507, -3.11406, -3.66528], [0.37973, -1.70704, 2.16077], [0.65844, -2.53979, 2.14081], [1.24357, -1.24627, 2.00607], [0.44735, 2.81851, 2.76224], [0.94190, 2.13250, 2.15273], [-0.19326, 3.09122, 2.08288], [-1.01216, 3.16054, -2.12286], [-1.82856, 2.63323, -2.06677], [-0.38188, 2.63278, -2.63351], [-2.29227, -1.38543, 2.20592], [-2.66164, -1.60730, 3.01657], [-1.34709, -1.50496, 1.98522], [2.36252, 0.10496, 1.69262], [2.03580, 0.48363, 0.82330], [2.42640, 0.85637, 2.32190], [-1.59124, 1.40182, 3.82114], [-0.70709, 1.81666, 3.92989], [-1.61093, 0.62101, 3.37553], [3.68316, -1.28182, -1.64748], [2.96319, -1.96502, -1.57899], [3.72422, -0.95666, -0.76705], [1.50469, -2.69889, -0.13048], [1.86115, -3.34000, -0.65802], [0.71813, -2.23928, -0.53827], [0.00944, 1.78512, 0.23505], [-0.42866, 2.66639, -0.25028], [-0.80426, 1.27651, 0.58249], [-2.58349, 1.90522, 0.33476], [-2.68357, 1.13862, 1.11415], [-3.32854, 2.57058, 0.61899]]
}